Computed, not measured: a cluster of 2 separate species, C2H4N2O2S in total, with ωB97M-V/def2-TZVPD.

Properties
Relative energy (zero: lowest compared OMol25 entry of this formula, charge and spin) (eV): 8.148
Frontier orbital gap (eV): 7.82

Last column: Löwdin charge in e.
Cartesian coordinates (Å):
C: -0.48811 -0.02107 0.19138  -0.6412
C: 2.06727 0.26111 0.00517  -0.5325
H: -3.66312 -0.03095 0.68224  0.3313
H: -1.90906 -1.50754 -0.41578  0.1341
H: 2.79371 0.31756 0.99676  0.1363
H: 2.63997 0.15732 -1.02762  0.1111
N: -1.72509 -0.66728 0.17269  -0.1041
N: -0.17413 1.14093 0.18989  0.0493
O: -2.61271 0.43108 -0.29473  -0.1829
O: 1.14542 1.33378 -0.11308  -0.2059
S: 0.98102 -1.11319 -0.04316  0.9044